# C19H54O8

8 unconnected molecules or ions with the total composition C19H54O8 in a non-equilibrium geometry (ωB97M-V with the def2-TZVPD basis set, the OMol25 dataset).

The geometry in XYZ format:
```
81
Properties=species:S:1:pos:R:3:forces:R:3
O 1.661141 2.811142 -4.842403 0.0 -1.0 0.3
H 2.200304 2.005606 -4.696153 -0.2 0.7 -0.1
H 0.780151 2.463056 -4.618159 0.1 0.4 -0.2
C 1.740651 -2.876497 3.123685 0.6 -0.2 -1.3
C 2.359723 -1.538317 2.854212 -0.7 2.6 -1.0
C 3.638812 -1.458014 2.003136 -1.0 -0.9 0.8
O 1.396142 -0.552547 2.162977 -0.1 -1.8 1.1
H 0.829290 -2.793509 3.710872 0.1 -0.2 0.1
H 2.520602 -3.495136 3.577215 -0.4 -0.1 0.4
H 1.539186 -3.358974 2.142523 -0.2 0.3 0.6
H 2.592527 -0.968959 3.748116 0.0 -0.4 0.6
H 4.501129 -1.770766 2.587224 0.0 -0.3 0.1
H 3.752387 -0.397297 1.862281 0.2 0.3 -0.9
H 3.549162 -2.099192 1.113672 0.1 0.7 0.0
H 0.513520 -0.648956 2.605485 1.2 0.0 -0.4
C -0.968715 1.723770 5.738106 0.3 2.7 -0.1
C 0.137826 0.877639 5.177512 -0.9 -0.2 0.2
C 1.259032 0.649085 6.145656 2.2 0.5 -0.5
O -0.439692 -0.421283 4.962370 -0.4 -0.2 -0.9
H -0.809475 2.821035 5.589109 0.7 -0.6 0.2
H -1.192802 1.661652 6.803871 -0.1 -0.7 -0.2
H -1.810092 1.658971 5.091707 -1.2 -0.8 -0.2
H 0.393262 1.269575 4.159899 0.4 -0.3 1.0
H 2.149334 0.257796 5.626475 -0.3 -0.1 0.1
H 1.092222 0.003643 7.007319 -0.8 -0.3 -0.2
H 1.626865 1.548134 6.600749 0.0 0.8 0.1
H -0.037301 -0.961849 5.626540 0.2 -0.9 0.4
C 3.723380 -1.058315 -4.042797 0.4 1.1 0.3
C 2.321208 -0.841503 -4.671500 1.2 2.5 -1.7
C 1.678575 -2.090824 -5.203076 0.3 0.2 -1.1
O 1.444434 -0.065520 -3.828842 -0.3 -0.4 -0.7
H 3.646700 -1.520474 -3.070544 -0.2 -0.5 0.3
H 4.303891 -0.108017 -3.811840 -1.0 -0.8 -0.6
H 4.400448 -1.680870 -4.667732 -0.7 0.3 0.2
H 2.480595 -0.091033 -5.540601 0.1 -1.5 0.7
H 1.510095 -2.818917 -4.437042 -0.1 -0.5 0.6
H 2.328736 -2.539009 -5.998343 -0.6 0.3 0.7
H 0.718966 -1.804472 -5.647700 0.1 -0.3 0.0
H 0.661348 0.264624 -4.369365 0.9 -0.8 0.7
C -2.020737 2.143154 -6.461426 0.6 -1.3 1.8
C -2.332420 1.123922 -5.312266 0.7 3.0 -0.6
C -2.867906 -0.146406 -5.827952 -1.3 1.1 -0.2
O -1.112698 0.890621 -4.670549 1.4 -0.2 3.0
H -2.867006 2.210232 -7.080282 -1.1 0.4 -1.0
H -1.198147 1.663607 -6.997353 0.1 0.5 -0.2
H -1.755310 3.099257 -5.998662 0.1 -0.2 -0.5
H -2.905751 1.683116 -4.563978 -0.8 -0.5 -0.3
H -2.097976 -0.550142 -6.446344 0.2 -0.7 -0.6
H -3.801021 0.090974 -6.362534 0.3 -0.6 -0.1
H -3.077084 -0.728072 -4.973072 -0.3 -1.3 0.7
H -1.256197 1.014319 -3.651641 0.2 -0.2 -1.8
C -3.920347 -3.077176 4.510943 0.2 -0.2 -1.2
C -3.574221 -1.634669 4.778192 -0.4 1.1 -0.4
C -4.852263 -0.777116 4.737723 -0.4 -0.6 0.2
O -2.945871 -1.428233 6.040822 0.4 -0.3 0.2
H -4.388653 -3.568817 5.326644 -0.6 -0.1 1.0
H -3.019764 -3.662582 4.321700 0.0 0.0 -0.3
H -4.636132 -3.149197 3.648901 0.8 0.0 0.6
H -2.861442 -1.271487 4.013536 -0.4 -0.2 0.1
H -4.637819 0.206980 5.108008 0.1 0.5 0.4
H -5.658449 -1.244055 5.349730 0.6 0.4 -0.2
H -5.269304 -0.624418 3.745847 0.1 -0.3 -0.3
H -2.146044 -0.893325 5.888123 -0.5 -0.2 -0.1
C 3.208857 1.717297 -0.706038 -1.1 -1.9 -1.1
C 1.657903 1.573618 -0.640875 0.1 0.7 1.9
C 1.100816 2.970736 -0.954433 0.6 -0.2 -1.2
O 1.069335 0.566520 -1.398525 -0.9 -0.3 0.6
H 3.372095 1.999946 -1.759975 0.5 0.2 0.4
H 3.832064 0.830016 -0.465088 -0.7 0.2 -0.2
H 3.469408 2.469895 -0.015274 0.5 1.1 0.5
H 1.255688 1.339935 0.373381 1.0 0.1 -0.3
H 0.077169 3.083565 -0.622519 0.0 0.4 0.6
H 1.042918 3.125299 -2.037548 0.2 -0.1 -0.1
H 1.854242 3.702587 -0.621824 -0.9 0.1 0.3
H 1.528896 0.298184 -2.189567 0.4 0.1 -0.9
C -2.375672 0.267648 -1.376542 -0.5 1.6 0.3
O -1.602171 1.358404 -1.959386 0.6 -1.1 0.9
H -1.910109 -0.684036 -1.512712 0.5 -0.6 -0.2
H -2.578937 0.424342 -0.279766 0.3 0.0 -1.0
H -3.312981 0.301991 -1.926933 -0.2 -0.2 0.2
H -0.680528 1.228089 -1.605097 -0.5 0.1 -0.5
```
Forces are in eV/Å.

Summary:
Strongest force on any atom: 0.06435 hartree/bohr
SMILES string: CC(C)O.CC(C)O.CC(C)O.CC(C)O.CC(C)O.CC(C)O.CO.O
LUMO: 0.53 eV
Molar mass: 410.63 g mol⁻¹
HOMO-LUMO gap: 10.18 eV
Energy above the lowest of the compared OMol25 structures with the same formula, charge and spin: 143.49 kJ/mol
Highest occupied orbital energy: -9.655 eV

Mulliken population analysis, charges in e, atoms 1 to 5:
1. O -0.67
2. H 0.36
3. H 0.28
4. C -1.25
5. C 1.12

# C19H55F3N4O8

8 unconnected molecules or ions with the total composition C19H55F3N4O8 in a non-equilibrium geometry (ωB97M-V with the def2-TZVPD basis set, the OMol25 dataset).

The geometry in XYZ format:
```
89
Properties=species:S:1:pos:R:3:forces:R:3
N 1.272181 -0.817444 -0.045326 -0.5 -0.8 -0.6
H 0.479351 -0.549744 0.520234 -0.6 1.2 0.7
H 1.054271 -0.607374 -1.008906 -0.3 0.3 -0.7
H 1.252411 -1.822994 0.047284 0.6 -0.7 0.0
H 2.178161 -0.417564 0.153164 0.3 0.2 0.7
C -3.114259 1.268156 0.148904 0.8 -3.5 2.6
O -3.081559 0.514976 -1.070236 0.1 0.6 -1.4
O -2.290359 0.567366 1.076134 -0.8 2.6 -2.1
C -2.958939 2.781956 -0.174986 1.6 1.1 0.7
F -2.245759 3.580906 0.704884 -0.1 -1.3 -0.1
F -2.387139 3.006276 -1.352366 0.8 -0.2 -1.0
F -4.119699 3.417216 -0.257566 -1.6 -0.1 0.1
C -4.221639 0.437056 -1.936756 0.8 -1.0 0.0
C -3.763619 0.205206 -3.369556 -0.1 0.8 -0.5
H -3.256869 1.108646 -3.708806 0.3 0.0 0.0
H -3.128009 -0.645644 -3.614816 0.0 -0.1 0.6
H -4.637799 0.137956 -4.017136 -0.2 -0.2 0.0
H -4.894099 1.293166 -1.991356 0.2 0.3 0.6
H -4.794119 -0.434944 -1.620546 -0.4 0.0 0.2
H -4.146299 1.165266 0.484164 -0.5 0.4 0.3
C -0.654359 0.560106 6.554394 0.6 0.7 -0.8
O -0.211689 1.312636 5.381684 0.0 -0.2 1.2
H 0.236461 0.421636 7.167074 0.2 -0.7 -0.4
H -1.266529 1.115066 7.265284 -0.6 0.5 -0.6
H -1.173049 -0.356174 6.272474 0.3 -0.1 0.2
H -0.696889 1.131206 4.573434 -0.5 -0.3 0.3
C 6.039591 -0.283474 2.236364 -0.6 0.3 0.6
O 4.758921 0.189176 1.717314 1.0 -0.9 -0.4
H 5.866321 -0.850944 3.150724 -0.1 0.2 0.2
H 6.582011 -0.986284 1.603954 -0.6 0.2 -0.7
H 6.747371 0.517446 2.450054 -0.2 0.2 0.0
H 4.529311 1.059046 2.052274 0.3 0.1 0.2
C 0.958651 -6.437324 0.661054 -2.0 0.7 1.3
O 0.652991 -5.055094 0.925984 1.3 0.9 -0.5
H -0.024479 -6.851064 0.436594 0.4 -0.7 -0.9
H 1.720031 -6.517354 -0.114836 -0.3 0.0 0.2
H 1.208501 -6.927724 1.601894 0.7 -0.1 -0.1
H -0.191269 -4.890254 1.352194 -0.1 -0.6 0.1
C 1.013021 -2.156434 -4.920646 -0.1 -0.9 0.5
C 1.979181 -1.088284 -4.593666 0.0 0.6 -2.0
C 2.664361 -0.616534 -5.937516 0.2 0.5 1.4
O 3.355121 0.585596 -5.637246 0.9 1.4 0.2
C 3.950771 1.294646 -6.748346 -1.2 -1.2 -1.0
N 1.200961 -0.008404 -3.979036 1.7 0.6 0.4
H 0.194641 -1.714734 -5.489196 -0.1 -0.5 -0.2
H 0.680121 -2.449484 -3.924956 -0.7 -0.5 -0.2
H 1.498661 -3.007894 -5.397376 -0.3 -0.1 -0.2
H 2.768191 -1.527364 -3.983116 0.1 0.5 0.5
H 1.882931 -0.454734 -6.680006 -0.1 0.1 -0.3
H 3.396531 -1.353334 -6.267926 -0.2 -0.3 -0.2
H 3.148661 1.332146 -7.485426 0.1 0.1 -0.5
H 4.799101 0.772036 -7.190306 0.0 -0.5 0.1
H 4.294121 2.326336 -6.672066 -0.3 -0.1 1.4
H 0.193981 -0.005624 -4.057106 0.0 -0.6 -0.4
H 1.560121 0.801166 -4.464526 -0.2 0.8 0.6
C 4.405951 4.994666 2.678824 0.7 1.3 -0.9
C 3.393851 4.995946 1.503724 -0.3 -1.1 0.4
C 3.865291 4.841966 0.037474 1.1 1.9 2.0
O 4.817321 5.869366 -0.167946 1.1 -2.2 -0.4
C 4.441521 7.183576 -0.200316 -0.4 0.6 0.4
N 2.663871 3.789766 1.714314 -2.1 -1.6 1.1
H 4.023851 4.925306 3.697304 -0.9 -0.4 -0.3
H 4.832071 5.997206 2.716734 0.7 -0.1 -0.2
H 5.175871 4.227326 2.598134 0.1 0.1 -0.3
H 2.737351 5.853996 1.648104 0.1 0.4 -0.3
H 3.024431 4.914496 -0.652306 -0.2 -0.1 -0.1
H 4.396921 3.893616 -0.040586 -0.1 0.1 -0.2
H 3.601671 7.469776 0.432814 -0.6 -0.4 -0.1
H 4.209111 7.397746 -1.243486 0.2 1.0 0.0
H 5.254451 7.699096 0.311044 0.3 0.6 -0.9
H 1.834171 3.681366 1.148674 0.1 0.1 -1.1
H 2.158931 3.933126 2.577194 0.3 -0.5 0.8
C -4.450749 -5.575514 3.064744 -0.7 0.1 -1.1
C -4.279249 -4.256194 2.272424 -1.0 0.4 1.7
C -5.554919 -3.313884 2.241164 0.5 -0.8 -1.3
O -6.718159 -3.970364 1.715754 0.1 0.3 1.6
C -7.820659 -3.076694 1.640904 -0.6 -0.2 -2.3
N -3.161009 -3.548054 2.940284 -0.5 0.2 -0.3
H -3.654709 -6.221754 2.694884 0.0 -0.2 0.6
H -5.403879 -6.062254 2.858084 0.0 0.0 -0.5
H -4.480109 -5.485064 4.150584 0.6 0.4 0.0
H -3.970619 -4.482344 1.251784 -0.3 0.0 0.0
H -5.270909 -2.537924 1.530304 0.0 0.5 -0.1
H -5.829269 -2.810604 3.168284 0.4 -0.3 0.5
H -7.705339 -2.584794 0.675074 -0.1 0.5 -0.2
H -8.064059 -2.263594 2.324814 1.0 -0.3 1.0
H -8.751599 -3.629154 1.513464 0.2 -0.5 0.3
H -3.038089 -2.631794 2.533514 0.3 0.3 -0.6
H -3.541919 -3.286514 3.838394 0.2 -0.2 0.6
```
Forces are in eV/Å.

Summary:
Strongest force on any atom: 0.08551 hartree/bohr
LUMO: -0.48 eV
Molar mass: 524.66 g mol⁻¹
HOMO-LUMO gap: 6.20 eV
Energy above the lowest of the compared OMol25 structures with the same formula, charge and spin: 657.24 kJ/mol
Highest occupied orbital energy: -6.674 eV

Mulliken population analysis, charges in e, atoms 1 to 5:
1. N -0.32
2. H 0.31
3. H 0.26
4. H 0.34
5. H 0.33

# C19H56N14NbO8

A molecular structure, C19H56N14NbO8 in a non-equilibrium geometry (ωB97M-V with the def2-TZVPD basis set, the OMol25 dataset).

The geometry in XYZ format:
```
98
Properties=species:S:1:pos:R:3:forces:R:3
C -2.234125 4.458551 -7.056849 -0.1 0.0 -0.1
O -2.543029 3.425286 -6.151235 0.1 0.3 0.1
C -1.478721 2.490973 -5.929969 -0.6 -0.2 0.2
Nb -1.942528 0.684914 -4.548053 1.5 0.3 1.2
C -0.073621 1.126532 -3.334417 -0.1 0.3 -0.9
C 0.201509 0.096502 -2.218019 -0.2 0.4 -0.1
C -0.033348 0.621484 -0.790768 -0.2 -0.1 0.0
C -1.514099 0.516649 -0.408280 0.0 0.1 0.0
C 0.872089 -0.178596 0.152753 0.0 0.0 0.1
C 0.573036 -0.072118 1.655930 0.1 0.0 0.1
C -0.313031 -1.151484 2.216686 -0.4 0.1 0.5
C -1.215151 -1.021632 3.204899 0.4 -0.2 -0.4
C -1.572353 0.293982 3.860116 0.0 0.0 -0.3
C -1.949764 -2.237616 3.748979 0.0 0.2 -0.1
H -2.807019 4.333691 -7.987060 0.1 0.0 0.0
H -2.514010 5.429208 -6.626085 0.1 -0.1 0.0
H -1.164030 4.468096 -7.295677 0.0 0.1 0.0
H -1.134133 2.104172 -6.902889 0.1 -0.1 0.1
H -0.633320 3.027595 -5.462503 0.1 -0.1 -0.1
H -2.963825 1.837108 -3.515166 -0.3 -0.3 0.0
H -3.359484 0.501601 -5.720101 0.3 0.3 -0.3
H -1.009259 -0.506561 -5.629051 -0.2 -0.4 -0.2
H -2.612288 -0.735052 -3.567915 -0.6 0.0 -0.2
H -0.157100 2.145310 -2.933930 0.1 0.0 0.0
H 0.755334 1.125349 -4.055274 0.0 0.1 0.1
H 1.241773 -0.239114 -2.292731 -0.1 -0.1 -0.1
H -0.443241 -0.782608 -2.327388 0.2 -0.2 0.1
H 0.249655 1.684617 -0.754723 0.1 -0.1 0.0
H -1.768237 -0.523435 -0.190929 0.0 0.1 -0.1
H -1.751679 1.120876 0.476767 0.0 -0.1 -0.1
H -2.146436 0.871505 -1.227354 0.0 0.0 0.1
H 1.902987 0.153020 -0.008389 0.0 -0.1 -0.1
H 0.807172 -1.230750 -0.148655 0.0 0.1 0.1
H 0.175243 0.917817 1.896628 0.1 0.0 0.0
H 1.539940 -0.142010 2.177226 -0.1 0.1 0.0
H -0.158420 -2.145159 1.794919 -0.1 0.1 0.0
H -1.131955 0.399781 4.859898 -0.1 0.0 0.0
H -1.242371 1.148082 3.263466 0.0 -0.1 0.1
H -2.657439 0.369765 3.972455 0.1 0.0 0.1
H -1.344434 -2.777771 4.486886 -0.1 0.0 -0.1
H -2.217921 -2.940281 2.955628 0.1 0.1 0.0
H -2.870635 -1.928898 4.252028 0.0 -0.1 0.0
C -1.841420 5.943710 -2.642719 0.1 0.0 0.0
O -2.923173 5.769114 -2.113982 0.0 0.0 0.0
N -1.447427 5.344328 -3.801095 -0.2 0.0 0.0
N -0.905242 6.798125 -2.091386 0.0 0.0 -0.1
H -0.556562 5.522131 -4.221717 0.1 0.0 0.0
H -2.069268 4.691230 -4.258515 0.0 -0.1 0.1
H -1.153964 7.254209 -1.236237 0.0 0.0 0.0
H 0.000139 6.954441 -2.488569 0.0 0.0 0.0
C -1.383889 -3.723276 -1.255121 -0.1 0.2 -0.3
O -1.120056 -2.843926 -0.447686 0.1 -0.2 0.1
N -1.440395 -5.045900 -0.906834 -0.1 0.1 0.0
N -1.636143 -3.440772 -2.568507 0.2 -0.1 0.3
H -1.636422 -5.772826 -1.566770 0.0 0.0 0.0
H -1.225885 -5.302243 0.041036 0.2 0.0 0.0
H -1.652616 -2.471799 -2.841757 -0.2 0.1 -0.1
H -1.878873 -4.137534 -3.244859 -0.1 0.0 0.0
C 1.975603 3.065139 3.185580 0.0 -0.1 0.0
O 2.826971 2.880086 2.336299 0.0 0.0 0.1
N 0.696379 3.438583 2.888941 0.1 0.1 0.0
N 2.243941 2.903229 4.526386 -0.1 0.1 -0.1
H -0.014593 3.582590 3.579421 0.0 -0.1 0.0
H 0.461041 3.537455 1.918033 0.0 0.0 0.0
H 3.170485 2.611268 4.764140 0.0 0.0 0.0
H 1.563305 3.040345 5.248068 0.0 -0.1 0.0
C 1.604865 -6.492222 0.873263 0.1 0.3 -0.2
O 0.397807 -6.426518 1.019695 -0.1 -0.2 0.2
N 2.223497 -5.982745 -0.233473 0.0 -0.2 0.0
N 2.427097 -7.066927 1.806640 0.0 0.0 -0.1
H 3.214315 -6.002607 -0.374523 0.0 0.0 0.0
H 1.638237 -5.521747 -0.906654 0.0 0.1 0.0
H 1.993805 -7.431067 2.632965 0.0 0.0 0.0
H 3.421979 -7.117818 1.709142 0.0 0.0 0.0
C -1.124365 -1.855135 7.930633 0.1 0.0 0.0
O -2.294193 -1.510565 7.910167 0.0 0.0 0.0
N -0.289650 -1.765487 6.857763 0.1 0.0 0.0
N -0.530952 -2.366119 9.061659 0.0 0.0 0.0
H 0.675986 -2.043975 6.907219 0.0 0.1 0.0
H -0.651731 -1.398748 5.997303 -0.1 0.0 0.0
H -1.102629 -2.456944 9.878024 0.0 0.0 0.0
H 0.434391 -2.638256 9.092847 0.0 0.0 0.0
C 1.650129 -0.097814 -8.420603 0.0 0.1 0.0
O 2.133445 -1.040581 -7.821906 0.0 0.0 -0.1
N 0.312777 0.058525 -8.636668 0.0 -0.2 -0.2
N 2.439075 0.901596 -8.949762 0.0 -0.1 -0.1
H -0.072989 0.835120 -9.136624 0.0 0.1 0.1
H -0.320154 -0.606611 -8.228814 0.0 0.1 0.2
H 3.425955 0.827870 -8.801268 0.0 0.0 0.0
H 2.070383 1.698275 -9.430605 0.0 0.0 0.0
C 3.403330 -0.682492 7.445928 0.0 0.0 -0.1
O 2.894144 -1.754489 7.737296 -0.1 0.0 0.0
N 3.310079 0.412040 8.260295 0.0 -0.1 0.0
N 4.101757 -0.502206 6.287188 0.0 0.0 0.1
H 3.719307 1.299414 8.042268 0.0 0.0 0.0
H 2.788975 0.307823 9.109718 0.0 0.0 0.0
H 4.164543 -1.282451 5.661125 0.0 0.0 0.0
H 4.527124 0.365774 6.025759 0.0 0.0 0.0
```
Forces are in eV/Å.

Summary:
Strongest force on any atom: 0.03733 hartree/bohr
LUMO: 1.45 eV
Molar mass: 701.65 g mol⁻¹
HOMO-LUMO gap: 6.03 eV
Energy above the lowest of the compared OMol25 structures with the same formula, charge and spin: 0.00 kJ/mol
Net charge: -1
Highest occupied orbital energy: -4.577 eV

Mulliken population analysis, charges in e, atoms 1 to 5:
1. C -0.81
2. O -0.36
3. C -0.42
4. Nb -0.79
5. C -1.57

Number 1: DFT total energy -36956.8258 eV. Number 2: DFT total energy -51079.2901 eV. Number 3: DFT total energy -59403.7721 eV.